The following is a DFT calculation (ωB97M-V/def2-TZVPD) of a single C3H6ClN3O molecule at a distorted geometry.

Values from the calculation:
total charge: 0
Kohn-Sham gap: 8.7 eV
spin multiplicity: 1
highest occupied orbital energy: -8.0 eV

Bonds (Å) are listed after each position.
Atoms and positions in Å:
1 N 2.467 -0.616 0.116  N2 1.492, H9 1.018, H10 1.046
2 N 2.059 0.811 -0.031  N1 1.492, C3 1.288
3 C 0.790 1.028 -0.062  N2 1.288, N4 1.377, H11 1.120
4 N -0.276 0.171 0.094  C3 1.377, O5 1.396, C6 1.354
5 O -0.059 -1.203 -0.017  N4 1.396, H12 0.979
6 C -1.576 0.548 0.064  N4 1.354, C7 1.369, H13 1.079
7 C -2.530 -0.418 -0.112  C6 1.369, Cl8 1.734, H14 1.065
8 Cl -4.190 0.056 0.060  C7 1.734
9 H 3.121 -0.587 0.895  N1 1.018
10 H 3.047 -0.742 -0.745  N1 1.046
11 H 0.495 2.108 -0.097  C3 1.120
12 H 0.916 -1.272 0.009  O5 0.979
13 H -1.892 1.579 0.059  C6 1.079
14 H -2.372 -1.464 -0.232  C7 1.065

***

The following is a DFT calculation (ωB97M-V/def2-TZVPD) of a 2-piece molecular cluster, C3H6ClNO overall at a distorted geometry.

Values from the calculation:
total charge: 0
Kohn-Sham gap (alpha / beta): 7.2 / 9.1 eV
spin multiplicity: 1
highest occupied orbital energy (alpha / beta): -7.6 / -9.3 eV

Bonds (Å) are listed after each position.
Atoms and positions in Å:
1 C 0.317 1.477 1.667  C2 1.404, H7 1.037, H8 1.057
2 C -0.583 0.996 0.703  C1 1.404, C3 1.375, H9 1.160
3 C -0.274 0.731 -0.610  C2 1.375, Cl6 1.726, H10 1.094
4 N 0.203 -2.060 -1.138  O5 1.325, H11 1.040, H12 0.979
5 O 1.132 -1.176 -0.805  N4 1.325
6 Cl -1.448 0.119 -1.717  C3 1.726
7 H -0.151 1.745 2.553  C1 1.037
8 H 1.304 1.825 1.521  C1 1.057
9 H -1.605 0.683 1.155  C2 1.160
10 H 0.603 0.985 -1.213  C3 1.094
11 H 0.630 -2.776 -1.760  N4 1.040
12 H -0.128 -2.548 -0.356  N4 0.979

***

The following is a DFT calculation (ωB97M-V/def2-TZVPD) of a single C3H6ClNO molecule at a distorted geometry.

Values from the calculation:
total charge: 0
Kohn-Sham gap: 10.8 eV
spin multiplicity: 1
highest occupied orbital energy: -9.9 eV

Bonds (Å) are listed after each position.
Atoms and positions in Å:
1 C 0.294 -2.387 -0.331  C2 1.288, H7 1.060, H8 1.120
2 C 0.806 -1.208 -0.412  C1 1.288, C3 1.801, H9 1.115
3 C -0.211 0.275 -0.307  C2 1.801, Cl4 1.901, O5 1.339, H10 1.086
4 Cl 0.052 1.227 -1.931  C3 1.901
5 O 0.224 1.076 0.672  C3 1.339, N6 1.489
6 N -0.706 2.079 1.261  O5 1.489, H11 1.072, H12 1.076
7 H 0.851 -3.277 -0.187  C1 1.060
8 H -0.811 -2.559 -0.392  C1 1.120
9 H 1.882 -0.915 -0.408  C2 1.115
10 H -1.285 0.124 -0.369  C3 1.086
11 H -0.116 2.739 1.866  N6 1.072
12 H -0.981 2.826 0.538  N6 1.076

***

The following is a DFT calculation (ωB97M-V/def2-TZVPD) of a single C3H6ClNOS molecule at a distorted geometry.

Values from the calculation:
total charge: 0
Kohn-Sham gap: 10.1 eV
spin multiplicity: 1
highest occupied orbital energy: -9.5 eV

Bonds (Å) are listed after each position.
Atoms and positions in Å:
1 C -1.059 -0.826 0.728  C2 1.545, H8 1.058, H9 1.070, H10 1.008
2 C -0.127 -0.817 -0.504  C1 1.545, N3 1.469, H11 1.038, H12 1.075
3 N 0.411 0.526 -0.759  C2 1.469, S4 1.758, C5 1.501
4 S -0.672 1.852 -1.157  N3 1.758, H13 1.384
5 C 1.724 0.726 -0.060  N3 1.501, O6 1.233, Cl7 1.707
6 O 2.386 -0.245 0.312  C5 1.233
7 Cl 2.319 2.322 0.049  C5 1.707
8 H -1.712 0.007 0.724  C1 1.058
9 H -1.680 -1.697 0.709  C1 1.070
10 H -0.440 -0.868 1.523  C1 1.008
11 H 0.708 -1.370 -0.230  C2 1.038
12 H -0.603 -1.174 -1.399  C2 1.075
13 H -1.255 1.562 0.064  S4 1.384

***

| no. | electronic energy (Eh) |
| --- | --- |
| 1 | -817.4869 |
| 2 | -707.9095 |
| 3 | -707.9554 |
| 4 | -1106.2474 |